153
Properties=species:S:1:pos:R:3:lowdin_charge:R:1 method="wB97M-V/def2-TZVPD" smiles=COC[C@H](C)N.COC[C@H](C)N.COC[C@H](C)N.COC[C@H](C)N.COC[C@H](C)N.COC[C@H](C)N.COC[C@H](C)N.COCCNCCOC.OCCO e_tot_ha=-2695.876938 homo_lumo_gap_ev=9.32 e_lumo_ev=0.47
C 0.3584 -0.8971 -5.3670 -0.11
O 1.3933 0.0393 -5.2579 -0.18
C 1.3611 0.7169 -4.0371 -0.25
C 2.5642 1.5759 -3.8998 -0.42
C 2.6426 2.1330 -2.4915 -0.06
N 2.5908 2.6377 -4.9590 0.06
H 0.5417 -1.5313 -6.2329 0.09
H -0.6074 -0.3869 -5.4665 0.09
H 0.3432 -1.5818 -4.5056 0.08
H 0.4618 1.3510 -3.9444 0.14
H 1.2966 -0.0298 -3.2303 0.12
H 3.4886 1.0127 -4.0823 0.14
H 2.5942 1.3677 -1.7140 0.06
H 1.7321 2.7284 -2.3038 0.07
H 3.4534 2.8241 -2.2670 0.07
H 1.9417 2.3612 -5.6906 0.06
H 2.2003 3.4905 -4.5502 0.04
C 5.3181 -5.8158 -5.3546 -0.10
O 5.1118 -5.5893 -3.9744 -0.20
C 4.3532 -4.4387 -3.6804 -0.22
C 3.7168 -4.6279 -2.3109 -0.41
C 3.1322 -3.2801 -1.8744 -0.06
N 4.7321 -5.0424 -1.3160 0.05
H 5.7387 -6.8188 -5.4350 0.09
H 6.0391 -5.1216 -5.8045 0.09
H 4.3821 -5.7740 -5.9215 0.09
H 5.0132 -3.5587 -3.6664 0.13
H 3.5926 -4.2658 -4.4534 0.13
H 2.9475 -5.3961 -2.3838 0.14
H 2.7687 -3.3340 -0.8539 0.05
H 2.3129 -3.0188 -2.5506 0.08
H 3.8929 -2.5099 -2.0061 0.08
H 5.4506 -4.3312 -1.1882 0.09
H 5.2535 -5.7994 -1.7614 0.07
C 5.1559 -7.4192 2.1387 -0.10
O 4.3847 -6.7678 3.1412 -0.19
C 4.6293 -5.3855 3.2016 -0.23
C 4.2671 -4.6574 1.9378 -0.46
C 4.3864 -3.1418 2.1308 -0.06
N 2.9063 -4.9998 1.4891 0.08
H 6.1878 -7.0428 2.2038 0.09
H 4.7672 -7.2718 1.1245 0.08
H 5.1809 -8.4923 2.3197 0.09
H 3.9626 -5.0258 3.9959 0.13
H 5.6586 -5.1543 3.5114 0.13
H 5.0655 -4.8801 1.2137 0.10
H 4.2903 -2.5970 1.1875 0.07
H 5.3140 -2.8652 2.6398 0.08
H 3.5564 -2.7635 2.7419 0.07
H 2.9652 -4.9320 0.4708 0.04
H 2.7935 -6.0031 1.6485 0.07
C 3.2388 5.6722 -3.4191 -0.14
O 1.8463 5.5972 -3.4181 -0.22
C 1.3537 6.2398 -2.2395 -0.19
C -0.1700 6.2691 -2.2424 -0.40
C -0.7662 4.9213 -1.8831 -0.08
N -0.6711 6.7006 -3.5756 0.05
H 3.5564 5.4248 -4.4372 0.09
H 3.8140 5.0183 -2.7604 0.08
H 3.5166 6.7274 -3.2920 0.09
H 1.7232 5.7046 -1.3635 0.13
H 1.6464 7.2850 -2.3842 0.13
H -0.5292 7.0153 -1.5328 0.11
H -1.8475 4.8613 -1.7826 0.07
H -0.3604 4.7060 -0.8719 0.07
H -0.4412 4.0595 -2.4666 0.07
H -0.0473 6.4477 -4.3261 0.06
H -0.9572 7.6638 -3.6234 0.06
C -1.5435 7.8563 1.3066 -0.10
O -1.6502 6.8319 2.2735 -0.19
C -2.4088 5.7270 1.7984 -0.22
C -3.0873 5.0220 2.9689 -0.43
C -3.9511 3.8974 2.4212 -0.07
N -3.9351 5.9836 3.6773 0.05
H -0.8985 8.6401 1.7041 0.09
H -2.5279 8.2727 1.0857 0.09
H -1.0135 7.4608 0.4298 0.07
H -3.1684 6.1088 1.0949 0.13
H -1.7661 5.0431 1.2254 0.11
H -2.2636 4.6067 3.5695 0.14
H -4.7978 4.3145 1.8749 0.09
H -4.3065 3.2096 3.1911 0.08
H -3.4295 3.2076 1.7458 0.04
H -3.4744 6.8892 3.6959 0.07
H -3.9935 5.7078 4.6537 0.08
C -4.8504 -1.7213 -0.6348 -0.14
O -6.0070 -2.0663 -1.3249 -0.16
C -6.7990 -2.9846 -0.5824 -0.22
C -8.1218 -3.2601 -1.2295 -0.44
C -9.1211 -2.1303 -1.1057 -0.07
N -8.7021 -4.4728 -0.6330 0.04
H -4.3028 -0.9078 -1.1213 0.08
H -4.1728 -2.5379 -0.3497 0.09
H -5.1028 -1.2049 0.3194 0.08
H -6.2212 -3.9246 -0.6183 0.13
H -6.9050 -2.7055 0.4732 0.12
H -7.9905 -3.3940 -2.3058 0.14
H -8.8340 -1.2576 -1.6916 0.08
H -9.3842 -1.8389 -0.0833 0.07
H -10.0759 -2.4736 -1.5196 0.08
H -8.9885 -4.3238 0.3279 0.07
H -8.0304 -5.2317 -0.6249 0.07
C 4.9601 -1.2406 5.5228 -0.10
O 4.0022 -0.6150 4.6868 -0.18
C 4.5366 0.0964 3.6183 -0.25
C 3.5028 0.3842 2.5288 -0.42
C 4.1754 1.0919 1.3679 -0.06
N 2.4391 1.2022 3.2096 0.07
H 5.2030 -0.6609 6.4197 0.09
H 5.9225 -1.4414 5.0308 0.08
H 4.5615 -2.2217 5.7949 0.09
H 5.0804 1.0252 3.8658 0.14
H 5.3397 -0.4627 3.0956 0.11
H 3.0842 -0.5593 2.1757 0.09
H 5.1152 0.6829 1.0009 0.08
H 4.3921 2.1229 1.6849 0.08
H 3.4658 1.2405 0.5492 0.06
H 2.4971 0.8604 4.1708 0.06
H 1.5704 0.7349 2.9495 0.04
C -3.3255 2.1271 -0.8164 -0.10
O -2.9552 1.1968 0.1760 -0.22
C -1.6139 1.3340 0.5694 -0.23
C -1.1462 0.1327 1.2990 -0.21
N -1.1116 -0.9997 0.3965 -0.04
C -0.4711 -2.2109 0.8360 -0.20
C 0.8651 -2.0001 1.5511 -0.23
O 0.8643 -1.3243 2.7914 -0.25
C 0.4854 -2.1266 3.8563 -0.11
H -2.6262 2.0538 -1.6453 0.09
H -3.3266 3.1652 -0.4309 0.07
H -4.3917 2.0453 -1.0370 0.09
H -1.4403 2.2216 1.1997 0.12
H -0.9626 1.4624 -0.3018 0.12
H -1.6947 -0.1091 2.2272 0.14
H -0.1567 0.3859 1.6840 0.10
H -2.0637 -1.2077 0.1203 0.09
H -0.1941 -2.8307 -0.0187 0.12
H -1.1286 -2.7700 1.5250 0.12
H 1.5440 -1.4406 0.8937 0.12
H 1.3165 -2.9930 1.6899 0.09
H 0.6872 -1.5915 4.7839 0.09
H 1.0891 -3.0480 3.9189 0.09
H -0.5597 -2.4614 3.8359 0.09
O -5.3562 0.9706 2.1006 -0.08
C -6.6529 1.2104 1.5788 -0.24
C -7.6152 0.1680 2.0844 -0.25
O -7.5691 0.0746 3.5048 -0.06
H -4.7433 0.7243 1.4006 0.05
H -6.9474 2.2069 1.9181 0.12
H -6.6323 1.1969 0.4828 0.12
H -7.3903 -0.8135 1.6450 0.09
H -8.6360 0.4221 1.7918 0.12
H -6.6531 0.2410 3.7624 0.08

176
Properties=species:S:1:pos:R:3:lowdin_charge:R:1 method="wB97M-V/def2-TZVPD" relative_energy_kcal_mol=179.51 e_tot_ha=-3438.080647 homo_lumo_gap_ev=7.74 e_lumo_ev=-0.11
C 1.2725 -0.6020 4.7134 -0.75
O 1.4185 -1.0707 3.5946 0.01
N 1.8174 -1.0906 5.7895 0.18
N 0.5414 0.4410 4.9638 0.21
H 1.9738 -0.5872 6.6510 0.12
H 2.1782 -2.0221 5.6403 0.12
H 0.5097 0.7432 5.9270 0.12
H 0.0325 0.9130 4.2301 0.08
C 0.3371 4.9243 3.0649 -0.86
O 0.5784 4.5283 4.1581 0.04
N -0.3780 4.4087 2.1489 0.21
N 0.7701 6.0919 2.7503 0.17
H -0.7976 3.4925 2.2166 0.07
H -0.1642 4.7937 1.2399 0.09
H 1.3340 6.5745 3.4354 0.13
H 0.4536 6.5196 1.8918 0.11
C -2.2138 1.6257 3.0178 -0.68
O -1.1046 1.7402 2.4753 -0.03
N -2.3613 1.9854 4.2655 0.18
N -3.3516 1.1841 2.5409 0.20
H -1.5957 2.3249 4.8301 0.12
H -3.2606 2.2803 4.6181 0.12
H -4.1642 1.1734 3.1406 0.12
H -3.4106 0.7972 1.6098 0.12
C -0.6973 -2.2829 -4.5118 -0.78
O -0.3793 -3.2418 -3.8266 0.02
N -1.9276 -1.9890 -4.7088 0.17
N 0.1482 -1.4996 -5.1696 0.18
H -2.6869 -2.2874 -4.1133 0.12
H -2.0264 -1.1270 -5.2258 0.10
H -0.2754 -0.7465 -5.6926 0.09
H 1.1183 -1.4809 -4.8892 0.06
C 1.8017 3.3687 -4.2262 -0.77
O 2.0641 4.1508 -3.3298 0.04
N 2.4033 3.2754 -5.3989 0.16
N 0.7552 2.6120 -4.2278 0.19
H 2.1030 2.6370 -6.1216 0.11
H 3.2127 3.8774 -5.4501 0.12
H 0.4952 1.9702 -4.9631 0.11
H 0.5269 2.3125 -3.2907 0.09
C -3.0598 4.7532 -0.9258 -0.03
C -4.2591 3.8813 -1.3961 -0.47
C -5.6988 4.3198 -0.9406 -0.19
O -5.8485 4.4866 0.4430 -0.18
C -6.0069 3.3827 1.2442 -0.13
N -4.2027 3.8792 -2.7740 0.03
H -2.1752 4.4614 -1.4918 0.07
H -2.9623 4.5717 0.1446 0.06
H -3.1746 5.8365 -0.9630 0.08
H -4.2407 2.8985 -0.9251 0.12
H -6.4243 3.5556 -1.2192 0.12
H -6.0726 5.1745 -1.5044 0.12
H -6.9103 2.8059 1.0462 0.10
H -6.0819 3.7922 2.2515 0.09
H -5.0508 2.8591 1.2495 0.06
H -4.5372 4.7641 -3.1278 0.08
H -4.9744 3.3291 -3.1233 0.08
C 2.3168 4.7737 -0.2738 -0.07
C 2.6981 6.2247 -0.5215 -0.44
C 4.2236 6.3058 -0.7087 -0.15
O 5.0001 5.6120 0.3154 -0.20
C 6.3523 5.7721 0.2495 -0.17
N 1.9540 6.7640 -1.6200 0.05
H 2.8021 4.0333 -0.9097 0.06
H 1.2592 4.5223 -0.1942 0.06
H 2.7274 4.4323 0.6765 0.07
H 2.4417 6.8362 0.3436 0.12
H 4.5452 7.3386 -0.5745 0.12
H 4.5112 6.0014 -1.7151 0.13
H 6.7151 6.7108 0.6682 0.08
H 6.7966 5.6565 -0.7390 0.09
H 6.8895 5.0421 0.8551 0.08
H 2.4262 7.5748 -1.9939 0.07
H 1.7771 6.0502 -2.3123 0.04
C -3.0150 -2.3697 4.4638 -0.07
C -2.3491 -3.5753 3.9390 -0.46
C -0.8554 -3.3768 3.9514 -0.21
O -0.1343 -4.5341 3.5444 -0.18
C 1.0812 -4.2577 2.9265 -0.12
N -2.7308 -4.7111 4.7595 0.05
H -3.7484 -2.5538 5.2489 0.08
H -3.4718 -1.9119 3.5864 0.06
H -2.4222 -1.5819 4.9288 0.07
H -2.6258 -3.7865 2.9061 0.14
H -0.4475 -3.0990 4.9232 0.13
H -0.6116 -2.5435 3.2924 0.11
H 0.9969 -3.6272 2.0413 0.07
H 1.5099 -5.1512 2.4727 0.09
H 1.8260 -3.9169 3.6456 0.08
H -2.3145 -4.5304 5.6618 0.07
H -2.0965 -5.3894 4.3624 0.06
C 0.7043 -1.1375 -0.1071 -0.05
C 1.0200 0.3316 0.0207 -0.40
C -0.1075 1.1888 -0.6145 -0.13
O -0.3533 0.7358 -1.9885 -0.22
C -1.7115 0.9423 -2.3026 -0.12
N 1.1314 0.6290 1.4339 0.04
H 1.4624 -1.7111 0.4262 0.08
H 0.7014 -1.3546 -1.1752 0.07
H -0.2609 -1.4483 0.2928 0.07
H 1.9616 0.5880 -0.4647 0.11
H 0.2662 2.2076 -0.7169 0.12
H -1.0269 1.1535 -0.0300 0.10
H -1.8019 0.6044 -3.3350 0.07
H -1.8902 2.0158 -2.3634 0.07
H -2.4301 0.4873 -1.6209 0.08
H 1.0724 -0.1063 2.1237 0.02
H 0.3281 1.1455 1.7627 0.01
C -6.5145 -5.5041 -2.5648 -0.08
C -5.8580 -4.9894 -1.3017 -0.42
C -4.7366 -3.9958 -1.5164 -0.21
O -4.1413 -3.6450 -0.2812 -0.17
C -3.2546 -2.5062 -0.2631 -0.09
N -7.0046 -4.3506 -0.5754 0.02
H -5.7308 -6.0974 -3.0357 0.07
H -6.8427 -4.6274 -3.1232 0.08
H -7.3863 -6.1555 -2.5033 0.08
H -5.4927 -5.8596 -0.7564 0.13
H -5.1298 -3.1645 -2.1017 0.13
H -4.0267 -4.6337 -2.0430 0.12
H -2.2001 -2.7211 -0.4358 0.06
H -3.1840 -2.0209 0.7104 0.07
H -3.4749 -1.6932 -0.9549 0.07
H -7.5678 -5.0234 -0.0751 0.06
H -6.9828 -3.4828 -0.0592 0.06
C -0.7478 -5.0814 -0.2057 -0.09
C -0.1176 -6.3748 -0.5518 -0.41
C -1.0582 -7.6648 -0.8791 -0.17
O -0.1460 -8.7280 -0.7692 -0.20
C -0.6873 -10.0285 -0.8014 -0.11
N 0.9313 -6.1105 -1.5631 0.05
H -1.5436 -5.2716 0.5145 0.08
H -1.3008 -4.7156 -1.0708 0.07
H -0.0801 -4.2795 0.1094 0.07
H 0.4780 -6.6138 0.3293 0.12
H -1.4481 -7.5065 -1.8846 0.11
H -1.9594 -7.6118 -0.2683 0.12
H 0.2371 -10.5994 -0.7139 0.09
H -1.2349 -10.1953 -1.7290 0.09
H -1.3349 -10.3060 0.0302 0.08
H 1.4254 -6.9828 -1.6850 0.06
H 0.4382 -6.0747 -2.4438 0.06
C 3.5439 -1.9414 -2.3201 -0.06
C 3.3815 -1.4093 -3.7842 -0.40
C 4.7168 -0.6991 -4.1926 -0.17
O 5.1728 0.3211 -3.2830 -0.17
C 4.3252 1.4410 -3.3445 -0.13
N 2.9378 -2.5331 -4.6243 0.04
H 2.7411 -2.5686 -1.9324 0.07
H 3.6291 -1.1724 -1.5523 0.07
H 4.4131 -2.5651 -2.1116 0.08
H 2.5585 -0.7127 -3.6241 0.10
H 4.6640 -0.3175 -5.2123 0.12
H 5.4808 -1.4692 -4.0862 0.12
H 4.7337 2.1635 -2.6380 0.08
H 3.3127 1.2429 -2.9926 0.08
H 4.3776 2.0004 -4.2785 0.07
H 2.5938 -3.1420 -3.8957 0.06
H 3.7427 -3.0418 -4.9612 0.08
C 4.6476 2.0339 0.2652 -0.05
C 4.7663 1.4339 1.7291 -0.38
C 4.3165 2.5028 2.6979 -0.21
O 4.5252 2.0831 4.0294 -0.20
C 3.9855 2.9447 4.9768 -0.12
N 4.0744 0.1471 1.7377 0.06
H 5.1616 2.9869 0.1399 0.06
H 3.6627 2.2360 -0.1558 0.05
H 5.1463 1.3276 -0.3985 0.07
H 5.8312 1.2182 1.8151 0.13
H 3.2704 2.7723 2.5526 0.12
H 4.8822 3.4188 2.5275 0.12
H 4.2167 2.5575 5.9692 0.08
H 2.9235 2.7024 4.9377 0.08
H 4.4238 3.9403 4.9086 0.09
H 3.9579 -0.0771 2.7156 0.05
H 3.0960 0.3158 1.5521 0.01